This record from the Open Molecules 2025 dataset describes 2 unconnected molecules or ions with the total composition C3H10NO6S. The level of theory is the ωB97M-V functional and the def2-TZVPD basis.

Each line ends with the Löwdin charge.
Geometry (Å):
C -1.39 1.37 1.07  0.0450
C -1.35 0.07 0.27  -0.5449
C 0.14 -0.23 -0.15  -0.5680
N -0.05 -1.80 -0.77  0.2827
O -2.04 0.17 -0.95  0.0496
O -1.81 -1.03 1.00  0.0594
O 0.51 0.50 -1.24  0.1152
O 3.94 1.15 -0.59  -0.3192
O 0.97 -0.31 0.79  0.1532
O 2.81 -0.91 0.03  -0.4896
S 3.80 -0.02 0.49  0.9645
H -2.42 1.60 1.35  0.1086
H -0.99 2.18 0.48  0.1102
H -0.78 1.25 1.96  0.1080
H -0.52 -2.32 -0.03  0.1445
H -0.61 -1.79 -1.62  0.1551
H 0.89 -2.15 -0.93  0.1444
H -2.97 0.36 -0.79  0.1409
H -2.33 -0.75 1.76  0.1327
H -0.27 0.74 -1.76  0.1291
H 4.47 1.93 -0.39  0.0786

Summary:
- Largest force on an atom: 4.97 eV Å⁻¹
- ΔE to the lowest compared entry with this formula, charge and spin: 0.0 kJ/mol
- Multiplicity: 3
- Net charge: +1
- E_HOMO (alpha / beta): -0.4239 / -0.5490 Eh

=====

This record from the Open Molecules 2025 dataset describes a molecular structure, C23H63O10PS. The level of theory is the ωB97M-V functional and the def2-TZVPD basis.

Each line ends with the Löwdin charge.
Geometry (Å):
C -2.18 1.56 -0.41  -0.2702
P -1.32 0.07 -1.11  0.8845
C -1.89 -0.09 -2.89  -0.2518
O 0.39 0.29 -1.14  -0.6256
S 1.15 -0.01 0.31  0.8628
O 0.77 1.16 1.15  -0.4582
O 0.38 -1.33 1.00  -0.3167
H -2.41 2.35 -1.14  0.0306
H -1.63 1.98 0.44  0.0238
H -3.15 1.20 -0.05  0.0056
H -1.87 0.86 -3.45  0.0426
H -1.23 -0.83 -3.35  0.0190
H -2.92 -0.45 -2.86  0.0178
H 1.00 -1.58 1.70  0.0330
C 3.64 -1.30 -3.45  -0.0632
C 2.58 -1.23 -4.54  -0.4837
C 2.59 0.12 -5.24  -0.0576
O 1.29 -1.47 -3.97  -0.0649
H 3.45 -0.53 -2.68  0.0793
H 3.62 -2.26 -2.95  0.0663
H 4.64 -1.14 -3.86  0.0774
H 2.76 -2.03 -5.27  0.1386
H 2.37 0.92 -4.54  0.0822
H 1.82 0.15 -6.02  0.0614
H 3.56 0.32 -5.70  0.0815
H 1.12 -0.78 -3.33  0.0463
C -0.55 -0.19 4.74  -0.0682
C 0.80 -0.74 5.16  -0.4817
C 1.42 0.11 6.26  -0.0625
O 1.68 -0.77 4.03  -0.0693
H -0.45 0.83 4.35  0.0862
H -0.99 -0.80 3.95  0.0850
H -1.24 -0.17 5.59  0.0747
H 0.70 -1.77 5.50  0.1388
H 1.58 1.13 5.92  0.0875
H 2.40 -0.29 6.54  0.0810
H 0.79 0.13 7.15  0.0626
H 1.78 0.14 3.71  0.0773
C -3.72 1.41 4.62  -0.0599
C -3.61 2.18 3.32  -0.4896
C -4.42 3.47 3.36  -0.0600
O -4.07 1.36 2.24  -0.0675
H -4.75 1.12 4.82  0.0842
H -3.14 0.49 4.56  0.0524
H -3.35 2.00 5.46  0.0870
H -2.56 2.41 3.12  0.1358
H -5.48 3.26 3.51  0.0808
H -4.33 4.01 2.41  0.0765
H -4.07 4.13 4.16  0.0810
H -4.99 1.16 2.40  0.0846
C -0.86 -0.29 -10.08  -0.0666
C 0.65 -0.44 -10.10  -0.4999
C 1.12 -1.47 -9.08  -0.0637
O 1.26 0.82 -9.83  -0.0548
H -1.21 0.05 -9.10  0.0805
H -1.18 0.46 -10.81  0.0781
H -1.36 -1.24 -10.30  0.0785
H 0.97 -0.74 -11.09  0.1366
H 0.84 -1.16 -8.06  0.0709
H 2.20 -1.56 -9.10  0.0801
H 0.68 -2.45 -9.28  0.0798
H 0.99 1.10 -8.95  0.0794
C -7.17 2.75 -2.09  -0.0632
C -5.88 2.01 -2.43  -0.4893
C -5.77 0.71 -1.65  -0.0537
O -4.76 2.84 -2.15  -0.0636
H -7.19 3.01 -1.03  0.0802
H -7.23 3.68 -2.65  0.0791
H -8.05 2.14 -2.32  0.0796
H -5.85 1.80 -3.50  0.1388
H -5.75 0.90 -0.57  0.0762
H -4.84 0.20 -1.90  0.0544
H -6.60 0.04 -1.87  0.0833
H -4.76 3.04 -1.21  0.0765
C 0.91 2.38 11.48  -0.0647
C 0.36 1.24 10.65  -0.4962
C 0.61 -0.11 11.32  -0.0647
O 0.95 1.25 9.35  -0.0655
H 2.00 2.28 11.60  0.0810
H 0.73 3.34 10.99  0.0789
H 0.46 2.41 12.47  0.0795
H -0.71 1.38 10.50  0.1376
H 1.68 -0.29 11.43  0.0811
H 0.21 -0.92 10.71  0.0787
H 0.14 -0.15 12.30  0.0795
H 1.90 1.13 9.46  0.0866
C 7.55 -4.70 -4.08  -0.0645
C 6.71 -3.73 -3.26  -0.4968
C 6.89 -3.98 -1.77  -0.0615
O 5.34 -3.85 -3.61  -0.0692
H 7.23 -5.73 -3.90  0.0807
H 7.41 -4.51 -5.15  0.0791
H 8.61 -4.61 -3.85  0.0796
H 7.01 -2.71 -3.49  0.1363
H 6.55 -4.99 -1.51  0.0813
H 6.28 -3.28 -1.19  0.0784
H 7.93 -3.88 -1.46  0.0797
H 5.06 -4.75 -3.42  0.0903

Summary:
- Largest force on an atom: 2.23 eV Å⁻¹
- E_HOMO: -0.2905 Eh

=====

This record from the Open Molecules 2025 dataset describes 2 unconnected molecules or ions with the total composition C4H4ClOPS. The level of theory is the ωB97M-V functional and the def2-TZVPD basis.

Each line ends with the Löwdin charge.
Geometry (Å):
C 0.22 0.39 -0.58  -0.2665
C 0.77 -0.14 0.60  -0.2026
C -0.13 -0.99 1.21  -0.4397
S -1.53 -1.08 0.31  0.8769
C -1.03 0.01 -0.92  -0.4118
H 0.85 1.17 -1.07  0.1172
H 1.81 0.20 0.66  0.1083
H -0.18 -1.73 2.08  0.0927
H -1.63 0.21 -1.91  0.1224
O -4.39 -1.04 -1.19  -0.5353
P -4.69 -0.57 0.13  0.4047
Cl -4.07 1.34 0.51  0.1337

Summary:
- Largest force on an atom: 2.72 eV Å⁻¹
- ΔE to the lowest compared entry with this formula, charge and spin: 20.0 kJ/mol
- E_HOMO: -0.3376 Eh

=====

This record from the Open Molecules 2025 dataset describes a molecular structure, C5H16N3RuS. The level of theory is the ωB97M-V functional and the def2-TZVPD basis.

Each line ends with the Löwdin charge.
Geometry (Å):
C -1.81 2.13 -2.20  -0.0442
Ru 0.95 -1.69 -1.80  0.6902
N 2.11 -2.06 -3.49  -0.0986
H 0.05 -1.44 -2.94  -0.1287
H 3.00 -1.58 -3.55  0.0707
H -2.64 1.69 -2.72  0.0099
H -1.66 3.19 -2.43  0.0277
H -0.93 1.57 -2.53  -0.0008
H -1.91 1.95 -1.13  0.0009
H 2.25 -3.05 -3.63  0.0747
H 1.57 -1.71 -4.29  0.0540
S -0.98 -1.45 -0.68  0.5978
C -0.47 -0.64 0.74  -0.7608
N -1.38 -0.29 1.66  0.0371
C -1.10 0.40 2.92  -0.1536
C 0.29 1.00 2.90  -0.1574
C 1.27 0.02 2.31  -0.1510
N 0.81 -0.35 0.97  -0.0144
H -2.33 -0.59 1.46  0.1392
H -1.21 -0.32 3.75  0.1351
H -1.85 1.18 3.04  0.1316
H 0.59 1.25 3.92  0.1295
H 0.29 1.93 2.31  0.1310
H 1.35 -0.89 2.93  0.1379
H 2.27 0.46 2.21  0.1311
H 1.48 -0.71 0.28  0.0113

Summary:
- Largest force on an atom: 4.32 eV Å⁻¹
- Multiplicity: 5
- Net charge: +1
- E_HOMO (alpha / beta): -0.3344 / -0.4836 Eh

=====

- Which formula does entry 2 have?
  C23H63O10PS